1.
{"formula": "C4H6NO3", "method": "ωB97M-V/def2-TZVPD", "orbital_gap_ev": 8.4, "spin_multiplicity": 1, "e_homo_ha": -0.1701, "smiles": "CC(=O)NCC(=O)[O-]", "relative_energy_kj_mol": 13.3, "total_charge": -1, "symbols": ["C", "C", "O", "N", "C", "C", "O", "O", "H", "H", "H", "H", "H", "H"], "coordinates": [[0.825, -1.866, -0.244], [1.331, -0.533, 0.259], [2.522, -0.402, 0.577], [0.421, 0.427, 0.433], [-0.891, 0.560, -0.186], [-1.488, 1.960, 0.172], [-0.608, 2.830, 0.340], [-2.729, 2.036, 0.083], [-0.185, -1.840, -0.635], [1.545, -2.281, -0.930], [0.848, -2.562, 0.592], [0.780, 1.325, 0.732], [-1.560, -0.263, 0.077], [-0.810, 0.606, -1.270]], "nbo_charge": [-0.7153, 0.6702, -0.6854, -0.6034, -0.3464, 0.7622, -0.7821, -0.7631, 0.2144, 0.2226, 0.2240, 0.4326, 0.1865, 0.1831]}



2.
{"formula": "C4H6NOP", "method": "ωB97M-V/def2-TZVPD", "orbital_gap_ev": [7.6, 7.6], "spin_multiplicity": 1, "e_homo_ha": [-0.2904, -0.2898], "relative_energy_kj_mol": 230.0, "total_charge": 0, "symbols": ["C", "C", "C", "C", "N", "O", "P", "H", "H", "H", "H", "H", "H"], "coordinates": [[0.077, -0.411, 1.572], [-0.983, 0.314, 0.905], [0.897, -1.243, 0.875], [-1.425, 0.086, -0.306], [0.583, 1.464, -1.854], [0.703, -1.571, -0.426], [-0.408, -0.838, -1.463], [0.373, -0.101, 2.607], [-1.508, 1.092, 1.631], [1.652, -1.800, 1.489], [-2.214, 0.465, -0.782], [1.532, 1.459, -1.424], [0.721, 1.085, -2.824]], "nbo_charge": [-0.3310, -0.1516, 0.1870, -0.5587, -1.0646, -0.7417, 1.1301, 0.2326, 0.2154, 0.2024, 0.2241, 0.3314, 0.3247]}



3.
{"formula": "C4H6NP", "method": "ωB97M-V/def2-TZVPD", "orbital_gap_ev": [8.2, 8.2], "spin_multiplicity": 1, "e_homo_ha": [-0.3024, -0.3024], "relative_energy_kj_mol": 276.3, "total_charge": 0, "symbols": ["C", "C", "C", "C", "N", "P", "H", "H", "H", "H", "H", "H"], "coordinates": [[-0.108, 1.063, 0.306], [1.143, 1.470, -0.203], [-0.440, -0.218, 0.234], [-1.565, -1.126, 0.360], [1.840, 0.834, -1.003], [1.497, -0.808, -1.362], [-0.717, 1.815, 0.862], [1.321, 2.530, -0.196], [-1.901, -1.109, 1.313], [-1.008, -2.102, 0.235], [-2.328, -1.155, -0.406], [2.266, -1.192, -0.141]], "nbo_charge": [-0.4100, 0.1125, 0.0626, -0.7169, -0.6955, 0.5755, 0.2215, 0.1729, 0.2201, 0.2360, 0.2452, -0.0240]}



4.
{"formula": "C4H6NP", "method": "ωB97M-V/def2-TZVPD", "orbital_gap_ev": 9.1, "spin_multiplicity": 1, "e_homo_ha": -0.3407, "smiles": "[H]/N=P/C#C.C=C", "relative_energy_kj_mol": 359.3, "total_charge": 0, "symbols": ["H", "N", "P", "C", "C", "H", "C", "C", "H", "H", "H", "H"], "coordinates": [[-2.670, -2.089, 0.347], [-2.216, -1.212, 0.459], [-1.454, -0.542, -0.717], [-0.885, 0.947, 0.178], [-0.922, 2.137, 0.490], [-0.996, 2.997, 1.132], [1.522, 0.106, 0.176], [1.438, -0.883, -0.728], [2.009, 1.002, -0.141], [1.063, 0.242, 1.157], [1.907, -0.800, -1.837], [1.203, -1.905, -0.514]], "nbo_charge": [0.3761, -1.1022, 1.0997, -0.4314, -0.2047, 0.2410, -0.3492, -0.4606, 0.1953, 0.2248, 0.2088, 0.2024]}



5.
{"formula": "C4H6NPS", "method": "ωB97M-V/def2-TZVPD", "orbital_gap_ev": [7.3, 5.7], "spin_multiplicity": 3, "e_homo_ha": [-0.2471, -0.2946], "relative_energy_kj_mol": 294.0, "total_charge": 0, "symbols": ["C", "C", "C", "C", "N", "P", "S", "H", "H", "H", "H", "H", "H"], "coordinates": [[-0.726, 0.938, 0.456], [0.621, 1.486, 0.333], [-1.031, -0.500, 0.721], [-1.388, 0.092, -0.653], [2.177, -0.804, -0.270], [0.696, -1.474, 0.181], [2.219, 0.831, -0.004], [-1.354, 1.569, 1.096], [0.849, 2.432, 0.613], [-2.553, 0.193, -0.721], [-0.887, -0.043, -1.538], [0.290, -2.075, -1.031], [1.089, -2.646, 0.817]], "mulliken_spin": [-0.0568, 0.7136, 0.1678, 0.1307, 0.5160, 0.0120, 0.4489, 0.0072, 0.0165, 0.0125, -0.0081, 0.0184, 0.0215]}



6.
{"formula": "C4H6O", "method": "ωB97M-V/def2-TZVPD", "orbital_gap_ev": 10.7, "spin_multiplicity": 1, "e_homo_ha": -0.3584, "smiles": "C=C1C[C@H]1O", "relative_energy_kj_mol": 209.2, "total_charge": 0, "symbols": ["C", "C", "C", "C", "O", "H", "H", "H", "H", "H", "H"], "coordinates": [[-1.648, 0.546, -0.452], [-0.477, 0.000, -0.218], [0.908, 0.480, -0.440], [0.590, -0.863, 0.206], [0.902, -1.055, 1.546], [-1.275, 1.467, -0.874], [-2.654, 0.155, -0.236], [1.360, 0.475, -1.433], [1.326, 1.236, 0.230], [0.783, -1.725, -0.417], [0.185, -0.715, 2.089]], "nbo_charge": [-0.4005, -0.0364, -0.5000, 0.0715, -0.6930, 0.2269, 0.2212, 0.2172, 0.2233, 0.1926, 0.4771]}



7.
{"formula": "C4H6O", "method": "ωB97M-V/def2-TZVPD", "orbital_gap_ev": [9.0, 7.7], "spin_multiplicity": 1, "e_homo_ha": [-0.3061, -0.2637], "relative_energy_kj_mol": 693.9, "total_charge": 0, "symbols": ["C", "C", "C", "C", "O", "H", "H", "H", "H", "H", "H"], "coordinates": [[0.048, 2.214, 0.139], [-0.976, -0.436, 0.589], [0.949, 3.154, 0.012], [-0.965, -2.664, 0.184], [-0.406, -1.426, 0.194], [-1.000, 2.224, 0.231], [1.930, 2.865, -0.121], [0.771, 4.156, -0.360], [-0.481, -3.397, 0.777], [-0.946, -3.108, -0.762], [-1.985, -2.610, 0.561]], "nbo_charge": [-0.0699, 0.2495, -0.5497, -0.2723, -0.5066, 0.1593, 0.1968, 0.2028, 0.1985, 0.1973, 0.1945]}



8.
{"formula": "C4H6O", "method": "ωB97M-V/def2-TZVPD", "orbital_gap_ev": 9.5, "spin_multiplicity": 1, "e_homo_ha": -0.3077, "smiles": "C1=COCC1", "relative_energy_kj_mol": 54.2, "total_charge": 0, "symbols": ["C", "C", "O", "C", "C", "H", "H", "H", "H", "H", "H"], "coordinates": [[1.092, -0.405, 0.267], [0.696, -0.711, -0.962], [-0.398, -0.043, -1.420], [-0.926, 0.698, -0.301], [-0.113, 0.232, 0.919], [1.923, -0.860, 0.789], [0.987, -1.553, -1.566], [-0.843, 1.778, -0.474], [-1.985, 0.434, -0.257], [0.068, 1.007, 1.665], [-0.635, -0.595, 1.415]], "nbo_charge": [-0.3278, 0.1448, -0.4980, -0.0735, -0.4515, 0.2220, 0.1984, 0.1794, 0.1885, 0.2159, 0.2019]}



9.
{"formula": "C4H6O", "method": "ωB97M-V/def2-TZVPD", "orbital_gap_ev": 8.2, "spin_multiplicity": 1, "e_homo_ha": -0.2982, "relative_energy_kj_mol": 421.8, "total_charge": 0, "symbols": ["C", "C", "C", "C", "O", "H", "H", "H", "H", "H", "H"], "coordinates": [[-1.762, -0.565, 0.282], [-1.071, 0.382, -0.408], [0.285, 0.708, -0.207], [1.356, -0.151, -0.047], [2.613, 0.443, -0.073], [-2.787, -0.911, 0.209], [-1.290, -1.115, 1.105], [-1.825, 0.953, -0.956], [0.669, 0.009, 0.910], [1.374, -1.117, -0.555], [2.438, 1.365, -0.260]], "nbo_charge": [-0.3857, -0.3039, -0.1752, -0.0462, -0.6854, 0.2065, 0.1671, 0.2470, 0.2798, 0.2082, 0.4880]}



10.
{"formula": "C4H6O", "method": "ωB97M-V/def2-TZVPD", "orbital_gap_ev": 10.1, "spin_multiplicity": 1, "e_homo_ha": -0.3656, "smiles": "C=C(C)C=O", "relative_energy_kj_mol": 31.3, "total_charge": 0, "symbols": ["C", "C", "C", "C", "O", "H", "H", "H", "H", "H", "H"], "coordinates": [[-0.128, 1.501, -0.017], [-0.090, 0.167, -0.033], [1.132, -0.693, -0.045], [-1.366, -0.588, 0.045], [-2.490, -0.114, -0.069], [-1.094, 1.999, -0.009], [0.783, 2.121, 0.120], [1.109, -1.449, -0.839], [2.069, -0.080, -0.281], [1.307, -1.167, 0.963], [-1.231, -1.697, 0.164]], "nbo_charge": [-0.2933, -0.1523, -0.6497, 0.4021, -0.5160, 0.2209, 0.2017, 0.2257, 0.2250, 0.2271, 0.1089]}



11.
{"formula": "C4H6O", "method": "ωB97M-V/def2-TZVPD", "orbital_gap_ev": [8.3, 8.5], "spin_multiplicity": 1, "e_homo_ha": [-0.3431, -0.3464], "relative_energy_kj_mol": 432.2, "total_charge": 0, "symbols": ["C", "C", "C", "C", "O", "H", "H", "H", "H", "H", "H"], "coordinates": [[0.999, 0.000, -0.539], [2.087, -0.081, 0.173], [-0.501, 0.551, -0.578], [-1.510, -0.391, 0.181], [-0.195, 1.714, -0.050], [2.215, 0.654, 0.868], [2.842, -0.842, 0.064], [-0.835, 0.599, -1.564], [-1.606, -1.493, -0.238], [-2.465, -0.099, 0.475], [-1.030, -0.613, 1.209]], "nbo_charge": [0.3397, -0.5385, 0.0947, -0.6454, -0.5715, 0.2658, 0.2583, 0.1525, 0.2090, 0.2299, 0.2056]}



12.
{"formula": "C4H6O", "method": "ωB97M-V/def2-TZVPD", "orbital_gap_ev": 9.9, "spin_multiplicity": 1, "e_homo_ha": -0.3666, "smiles": "C=C(C)C=O", "relative_energy_kj_mol": 62.0, "total_charge": 0, "symbols": ["C", "C", "C", "C", "O", "H", "H", "H", "H", "H", "H"], "coordinates": [[0.483, 1.482, 0.044], [0.414, 0.107, -0.040], [1.657, -0.759, -0.020], [-0.879, -0.587, 0.052], [-2.025, -0.124, -0.040], [-0.422, 2.137, -0.017], [1.343, 2.069, 0.018], [1.530, -1.576, -0.816], [2.532, -0.095, -0.237], [1.936, -1.347, 0.921], [-0.771, -1.653, 0.232]], "nbo_charge": [-0.2774, -0.1457, -0.6514, 0.3913, -0.5125, 0.2151, 0.1912, 0.2211, 0.2278, 0.2306, 0.1098]}



13.
{"formula": "C4H6O", "method": "ωB97M-V/def2-TZVPD", "orbital_gap_ev": [8.0, 7.7], "spin_multiplicity": 1, "e_homo_ha": [-0.2715, -0.2785], "relative_energy_kj_mol": 425.1, "total_charge": 0, "symbols": ["C", "C", "C", "C", "O", "H", "H", "H", "H", "H", "H"], "coordinates": [[-0.643, -1.016, -0.356], [-0.970, 0.386, -0.492], [0.363, -1.671, 0.207], [0.558, 2.278, 0.248], [-0.502, 1.583, -0.103], [-1.339, -1.706, -0.726], [-1.979, 0.421, -0.607], [1.382, -1.342, 0.481], [0.166, -2.773, 0.366], [1.618, 1.864, 0.078], [0.446, 3.229, 0.596]], "nbo_charge": [-0.2963, 0.0973, -0.3996, -0.0764, -0.3991, 0.2154, 0.1594, 0.1971, 0.1910, 0.1483, 0.1628]}



14.
{"formula": "C4H6O", "method": "ωB97M-V/def2-TZVPD", "orbital_gap_ev": 10.5, "spin_multiplicity": 1, "e_homo_ha": -0.3524, "smiles": "C=CC(C)=O", "relative_energy_kj_mol": 127.2, "total_charge": 0, "symbols": ["C", "C", "C", "C", "O", "H", "H", "H", "H", "H", "H"], "coordinates": [[1.220, 0.356, 1.658], [0.517, 0.667, 0.637], [-0.707, -0.555, 0.339], [-1.388, -0.347, -0.985], [-0.872, -1.457, 1.108], [2.157, 0.750, 1.934], [1.000, -0.525, 2.232], [0.712, 1.554, 0.066], [-2.397, -0.098, -0.798], [-0.894, 0.437, -1.413], [-1.326, -1.471, -1.364]], "nbo_charge": [-0.3488, -0.3295, 0.6255, -0.7225, -0.5427, 0.1924, 0.2050, 0.2054, 0.2429, 0.2217, 0.2507]}



15.
{"formula": "C4H6O", "method": "ωB97M-V/def2-TZVPD", "orbital_gap_ev": 10.9, "spin_multiplicity": 1, "e_homo_ha": -0.3786, "relative_energy_kj_mol": 381.7, "total_charge": 0, "symbols": ["C", "O", "C", "C", "C", "H", "H", "H", "H", "H", "H"], "coordinates": [[1.439, -0.258, -0.676], [0.785, -0.237, 0.580], [-0.401, 0.481, 0.619], [-1.676, -0.247, -0.854], [-1.770, -0.374, 0.416], [0.810, -0.706, -1.457], [2.346, -0.854, -0.541], [1.727, 0.755, -0.997], [-0.563, 0.792, 1.651], [-0.347, 1.392, 0.008], [-2.351, -0.745, 1.253]], "nbo_charge": [-0.2596, -0.5234, -0.0662, 0.1256, -0.5492, 0.1971, 0.1973, 0.1677, 0.2287, 0.2093, 0.2727]}



16.
{"formula": "C4H6O", "method": "ωB97M-V/def2-TZVPD", "orbital_gap_ev": 10.8, "spin_multiplicity": 1, "e_homo_ha": -0.3563, "smiles": "C=C[C@H]1CO1", "relative_energy_kj_mol": 201.5, "total_charge": 0, "symbols": ["C", "C", "C", "C", "O", "H", "H", "H", "H", "H", "H"], "coordinates": [[0.750, 0.950, 1.389], [0.788, 0.691, 0.047], [-0.470, 0.069, -0.554], [-0.589, -1.358, -0.829], [-1.154, -0.791, 0.331], [-0.236, 0.536, 1.923], [1.510, 1.538, 1.969], [1.410, 1.197, -0.711], [-1.231, 0.691, -1.198], [0.417, -1.821, -0.680], [-1.194, -1.701, -1.687]], "nbo_charge": [-0.3735, -0.2512, 0.0213, -0.1188, -0.4901, 0.2266, 0.2138, 0.2122, 0.1890, 0.1815, 0.1893]}



17.
{"formula": "C4H6O2", "method": "ωB97M-V/def2-TZVPD", "orbital_gap_ev": 8.6, "spin_multiplicity": 1, "e_homo_ha": -0.3251, "relative_energy_kj_mol": 414.8, "total_charge": 0, "symbols": ["C", "C", "O", "C", "O", "C", "H", "H", "H", "H", "H", "H"], "coordinates": [[-0.221, -0.119, -1.842], [-0.644, -0.233, -0.399], [-1.639, -0.776, -0.006], [0.824, 0.167, 0.772], [1.824, 0.492, 0.177], [0.297, 0.083, 2.045], [-0.828, -0.829, -2.410], [-0.397, 0.886, -2.244], [0.841, -0.340, -1.957], [0.897, 0.347, 2.914], [-0.356, 0.731, 0.706], [-0.630, -0.463, 2.192]], "nbo_charge": [-0.7365, 0.4874, -0.4995, 0.3289, -0.5938, -0.5424, 0.2427, 0.2525, 0.2650, 0.2336, 0.3173, 0.2448]}



18.
{"formula": "C4H6O2", "method": "ωB97M-V/def2-TZVPD", "orbital_gap_ev": 10.0, "spin_multiplicity": 1, "e_homo_ha": -0.3388, "smiles": "C=C(O)CC=O", "relative_energy_kj_mol": 140.8, "total_charge": 0, "symbols": ["C", "C", "O", "C", "C", "O", "H", "H", "H", "H", "H", "H"], "coordinates": [[-0.606, -0.645, -1.194], [0.450, -0.385, -0.423], [1.713, -0.167, -0.866], [0.306, -0.136, 1.060], [-0.640, 1.057, 1.091], [-0.270, 2.203, 1.097], [-1.551, -0.906, -0.727], [-0.566, -0.614, -2.279], [1.724, -0.336, -1.819], [-0.119, -0.995, 1.594], [1.275, 0.134, 1.482], [-1.716, 0.790, 0.983]], "nbo_charge": [-0.5554, 0.3536, -0.6629, -0.5689, 0.4542, -0.5135, 0.2109, 0.2057, 0.4825, 0.2350, 0.2499, 0.1088]}



19.
{"formula": "C4H6O2", "method": "ωB97M-V/def2-TZVPD", "orbital_gap_ev": 8.9, "spin_multiplicity": 1, "e_homo_ha": -0.2935, "relative_energy_kj_mol": 564.4, "total_charge": 0, "symbols": ["O", "C", "C", "C", "C", "O", "H", "H", "H", "H", "H", "H"], "coordinates": [[-1.778, -0.190, -0.929], [-1.027, 0.136, 0.211], [0.164, -0.766, 0.526], [1.309, -0.581, -0.366], [-0.102, 1.331, -0.020], [1.116, 0.350, 0.729], [-1.317, 0.286, -1.640], [-1.719, 0.163, 1.062], [0.176, -1.574, 1.256], [2.222, -1.141, -0.210], [1.135, -0.143, -1.343], [-0.178, 2.129, 0.724]], "nbo_charge": [-0.7130, -0.0289, 0.0575, -0.1054, -0.2893, -0.3743, 0.4753, 0.1737, 0.2119, 0.2087, 0.2346, 0.1491]}



20.
{"formula": "C4H6O2", "method": "ωB97M-V/def2-TZVPD", "orbital_gap_ev": 9.5, "spin_multiplicity": 1, "e_homo_ha": -0.3348, "smiles": "O=C/C=C\\CO", "relative_energy_kj_mol": 323.1, "total_charge": 0, "symbols": ["O", "C", "C", "C", "C", "O", "H", "H", "H", "H", "H", "H"], "coordinates": [[1.198, -1.611, 0.159], [0.033, -1.558, -0.185], [-0.811, -0.423, -0.645], [-0.924, 0.517, 0.301], [0.439, 1.113, 0.554], [1.138, 0.893, -0.672], [-0.665, -2.386, 0.060], [-1.433, -0.536, -1.520], [-1.847, 1.057, 0.470], [0.306, 2.196, 0.666], [1.031, 0.726, 1.390], [1.534, 0.010, -0.579]], "nbo_charge": [-0.5543, 0.3934, -0.2480, -0.1850, -0.1323, -0.7369, 0.1381, 0.2258, 0.2093, 0.2042, 0.2014, 0.4842]}